*w*
C2H8NO | the ωB97M-V functional and the def2-TZVPD basis

Its HOMO energy (alpha / beta) is -5.6288 / -9.6712 eV. The spin multiplicity is 2.

Structure (XYZ):
```
12
C2H8NO the ωB97M-V functional and the def2-TZVPD basis
C 0.89434 0.17641 -1.42652
C -1.23373 0.36759 -0.24606
N -0.20011 -0.39157 -0.68507
H 1.65285 -0.56832 -1.65275
H 1.35414 1.01098 -0.88743
H 0.54472 0.57770 -2.38085
H -1.31901 1.41683 -0.46098
H -2.05888 -0.15691 0.19600
H 0.00747 -1.27923 -0.26757
H -0.18351 0.34946 2.68420
H 0.64240 -0.95965 2.78819
O -0.10068 -0.54329 2.33884
```

---

*x*
C2H8NO | the ωB97M-V functional and the def2-TZVPD basis

Its HOMO energy (alpha / beta) is -5.2904 / -10.0081 eV. The spin multiplicity is 2.

Structure (XYZ):
```
12
C2H8NO the ωB97M-V functional and the def2-TZVPD basis
C -2.15163 0.25579 -0.06286
C 0.17030 0.44729 -0.51812
N -0.72873 0.45091 0.43976
H -3.05405 0.35156 0.65873
H -2.34416 -0.52158 -0.79985
H -2.36385 1.22954 -0.71963
H -0.04094 0.14235 -1.67035
H 1.30890 0.59791 -0.30517
H -0.58072 0.49104 1.39220
H 3.42784 -0.69340 1.04907
H 3.56579 -1.71419 0.02671
O 2.79124 -1.03722 0.50951
```

---

Most stable structure - *w*; separation to the second - 188.4 kJ/mol.

---

*w*
C2H8N2S | the ωB97M-V functional and the def2-TZVPD basis

Its HOMO energy is -7.3258 eV. The spin multiplicity is 1.

Structure (XYZ):
```
13
C2H8N2S the ωB97M-V functional and the def2-TZVPD basis
C -1.90777 0.68760 -0.41281
S -0.34412 1.32549 -1.06900
H -2.09691 -0.42708 -0.55965
H -2.67950 1.24905 -0.92364
H -2.18633 0.71191 0.66237
N 1.54435 -0.07421 0.63125
C 1.31270 -1.34489 0.87975
N 0.07040 -1.87093 1.10105
H 0.71174 0.74020 0.09606
H 2.46085 0.33869 0.73792
H 2.13595 -2.08245 0.63915
H 0.10865 -2.85416 0.75764
H -0.68127 -1.32428 0.76640
```

---

*x*
C2H8N2S | the ωB97M-V functional and the def2-TZVPD basis

Its HOMO energy is -9.0671 eV. The SMILES is [H]/N=C/N.CS. The spin multiplicity is 1.

Structure (XYZ):
```
13
C2H8N2S the ωB97M-V functional and the def2-TZVPD basis
H 1.65074 -3.04677 -0.77432
N 0.85126 -2.42176 -0.76177
C 0.35605 -2.38131 0.41075
N -0.91470 -1.95465 0.68714
H 0.95074 -2.69002 1.27799
H -1.30163 -1.35839 -0.02618
H -1.01783 -1.57942 1.61800
C 0.13222 2.83106 -0.06271
S -0.47010 1.29638 -0.80546
H 0.77176 2.57640 0.77913
H 0.69653 3.43193 -0.77287
H -0.70568 3.42462 0.30355
H -0.99937 1.87194 -1.87326
```

---

*y*
C2H8N2S | the ωB97M-V functional and the def2-TZVPD basis

Its HOMO energy is -7.9306 eV. The SMILES is CNN(C)S. The spin multiplicity is 1.

Structure (XYZ):
```
13
C2H8N2S the ωB97M-V functional and the def2-TZVPD basis
C 0.31915 1.77020 0.46193
N -0.49187 0.55357 0.15960
N 0.19755 -0.54824 -0.03556
C -0.41467 -2.03261 0.32432
S 1.27107 -0.52614 -1.55545
H 0.94234 1.41181 1.28861
H 0.99785 2.22305 -0.35935
H -0.43253 2.40323 0.86445
H -1.17200 0.73299 -0.52058
H 0.50518 -2.62710 0.73029
H -0.96625 -1.88775 1.19642
H -0.84682 -2.58411 -0.52753
H 2.09779 -1.32739 -0.89658
```

---

Most stable structure - *x*; separation to the second - 114.2 kJ/mol.

---

*w*
C4H5NO2S | the ωB97M-V functional and the def2-TZVPD basis

Its HOMO energy is -8.8959 eV. The SMILES is O=CN/C=C\C(O)=S. The spin multiplicity is 1.

Structure (XYZ):
```
13
C4H5NO2S the ωB97M-V functional and the def2-TZVPD basis
O 1.34438 2.76908 -0.96316
C 1.59018 1.59477 -1.10097
N 0.75242 0.58796 -0.67123
C -0.38938 0.81424 -0.02797
C -1.26805 -0.04199 0.61478
C -1.03947 -1.49789 0.84478
O 0.14015 -1.97965 0.34977
S -2.10247 -2.44553 1.64080
H 2.54276 1.27494 -1.68551
H 1.11770 -0.36715 -0.61746
H -0.66877 1.84794 0.03861
H -2.19116 0.34126 0.94592
H 0.17170 -2.89799 0.63164
```

---

*x*
C4H5NO2S | the ωB97M-V functional and the def2-TZVPD basis

Its HOMO energy is -9.0291 eV. The SMILES is NC(=S)C(=O)[C@H]1CO1. The spin multiplicity is 1.

Structure (XYZ):
```
13
C4H5NO2S the ωB97M-V functional and the def2-TZVPD basis
N -1.31381 -1.99228 1.00042
C -0.72262 -0.76830 1.17510
S -0.47460 -0.04249 2.59740
C -0.26483 -0.23716 -0.18508
O -0.33619 -0.96977 -1.16109
C 0.29321 1.18789 -0.33424
C 1.45075 1.38696 -1.18134
O 0.20746 1.83116 -1.58246
H -1.51538 -2.55482 1.80099
H -1.36140 -2.36113 0.05908
H 0.07747 1.86064 0.48495
H 1.76542 0.48066 -1.68753
H 2.19452 2.17865 -0.98618
```

---

*y*
C4H5NO2S | the ωB97M-V functional and the def2-TZVPD basis

Its HOMO energy is -7.5128 eV. The SMILES is OC1=C(O)S1.CC#N. The spin multiplicity is 1.

Structure (XYZ):
```
13
C4H5NO2S the ωB97M-V functional and the def2-TZVPD basis
O -2.54846 0.22004 1.11862
C -1.97108 1.26342 0.59930
C -1.85698 2.55904 0.73333
O -2.18522 3.83668 0.99528
S -0.41462 1.77368 -0.19939
H -1.88172 -0.60139 1.18928
H -2.00226 4.27580 0.17987
C 0.95417 -1.20505 -0.35480
C -0.09387 -1.83353 0.35866
N -0.88711 -2.06147 1.15855
H 0.93138 -1.69906 -1.37498
H 0.67229 -0.15180 -0.41324
H 1.85970 -1.37065 0.10729
```

---

*z*
C4H5NO2S | the ωB97M-V functional and the def2-TZVPD basis

Its HOMO energy is -9.9407 eV. The SMILES is C[C@@H]1ON=CSC1=O. The spin multiplicity is 1.

Structure (XYZ):
```
13
C4H5NO2S the ωB97M-V functional and the def2-TZVPD basis
C -1.89228 -0.11028 1.04135
C -1.19405 0.31551 -0.12728
O -0.75481 -0.78747 -1.06340
N -0.09210 -1.86404 -0.45480
C 0.93395 -1.41609 0.13184
S 1.57835 0.22866 0.36474
C 0.03678 1.12199 -0.08268
O 0.06394 2.25792 -0.48487
H -2.63037 -0.82226 0.66879
H -2.36165 0.71535 1.65066
H -1.28792 -0.57049 1.81792
H -1.77675 1.00373 -0.81770
H 1.66830 -2.16705 0.63492
```

---

Most stable structure - *w*; separation to the second - 107.7 kJ/mol.

---

*w*
C4H7N2S2 | the ωB97M-V functional and the def2-TZVPD basis

Its HOMO energy (alpha / beta) is -11.7451 / -11.7458 eV. The spin multiplicity is 1. Its total charge is +1.

Structure (XYZ):
```
15
C4H7N2S2 the ωB97M-V functional and the def2-TZVPD basis
C -2.48285 -1.29591 -0.18509
C -2.68703 -0.05806 -0.62688
C 1.69276 0.71093 0.21034
C -1.45797 -1.41531 0.75996
N 2.69570 -0.02635 0.45765
N 1.74034 1.68442 -0.64084
S -1.64428 1.16395 -0.07604
S -0.49731 0.03389 1.14964
H -2.88754 -2.28890 -0.46236
H -3.26478 0.17606 -1.59489
H -0.99411 -2.37042 1.09356
H 2.57827 -0.83274 1.12181
H 3.74466 0.03989 0.13658
H 0.90761 2.28302 -0.54033
H 2.55653 2.19552 -0.80310
```

---

*x*
C4H7N2S2 | the ωB97M-V functional and the def2-TZVPD basis

Its HOMO energy is -12.6038 eV. The spin multiplicity is 1. Its total charge is +1.

Structure (XYZ):
```
15
C4H7N2S2 the ωB97M-V functional and the def2-TZVPD basis
C -0.94925 -0.21094 0.84302
C -0.02205 -0.83593 0.01918
C -0.28459 1.29230 -0.63938
C 0.53736 -2.25579 -0.04804
N 0.34812 0.20118 -0.86375
N -1.06644 1.13504 0.46811
S 0.42038 5.02867 -2.62898
S -0.46223 4.56575 -0.96877
H -1.47167 -0.63531 1.73441
H 0.04540 -2.96159 0.55993
H 0.65460 -2.78827 -0.90403
H 1.62567 -2.20052 0.25248
H 0.80366 0.18453 -1.72508
H -1.54042 1.85795 1.02695
H 1.85095 5.22774 -2.55219
```

---

Most stable structure - *w*; separation to the second - 117.3 kJ/mol.

---

*w*
C5H6FN | the ωB97M-V functional and the def2-TZVPD basis

Its HOMO energy (alpha / beta) is -7.4544 / -6.5142 eV. The spin multiplicity is 1.

Structure (XYZ):
```
13
C5H6FN the ωB97M-V functional and the def2-TZVPD basis
C 0.95424 1.52427 -0.11756
C -0.87767 -0.22252 -0.10190
C -2.05887 0.50448 0.41287
C 0.66412 0.18748 -0.11571
C 1.65493 -0.89258 0.09331
N 1.10759 2.65600 -0.22646
F -3.15256 0.00387 -0.19087
H -0.87670 -1.18964 0.27474
H -1.02996 -0.23459 -1.18066
H -2.06135 1.54290 0.67938
H 2.59140 -1.00572 -0.62315
H 0.94116 -1.83073 -0.02127
H 2.14367 -1.04321 1.11726
```

---

*x*
C5H6FN | the ωB97M-V functional and the def2-TZVPD basis

Its HOMO energy is -8.9245 eV. The SMILES is N[C@@H]1C=CC=C1F. The spin multiplicity is 1.

Structure (XYZ):
```
13
C5H6FN the ωB97M-V functional and the def2-TZVPD basis
N 1.28579 1.25939 0.63699
C 0.01223 0.51983 0.57783
C 0.08125 -1.05630 0.63099
C -0.48492 -1.48197 -0.46925
C -0.91975 -0.34830 -1.32303
C -0.62608 0.77362 -0.70480
F -0.72612 2.08954 -1.20025
H 1.86748 0.57635 0.11798
H 1.55686 1.48777 1.68904
H -0.50776 0.81997 1.45528
H 0.23705 -1.72210 1.57157
H -0.63261 -2.50954 -0.59241
H -1.14340 -0.40827 -2.38993
```

---

Most stable structure - *x*; separation to the second - 397.4 kJ/mol.

---

*w*
C2H7PS2 | the ωB97M-V functional and the def2-TZVPD basis

Its HOMO energy is -8.7482 eV. The spin multiplicity is 1.

Structure (XYZ):
```
12
C2H7PS2 the ωB97M-V functional and the def2-TZVPD basis
C -0.02394 -0.98863 -0.59615
C -0.38687 0.14568 0.31356
P 1.49104 -0.97842 -1.61407
S -1.22107 1.64874 -0.38501
S -1.69070 -0.32698 1.54605
H 0.01333 -1.80612 0.06286
H -0.70846 -1.15910 -1.52449
H 0.52753 0.56047 0.83746
H 2.63893 -0.53784 -0.72620
H 1.48218 0.34609 -2.03791
H -1.12215 1.36178 -1.72131
H -1.88412 -1.52089 1.07607
```

---

*x*
C2H7PS2 | the ωB97M-V functional and the def2-TZVPD basis

Its HOMO energy (alpha / beta) is -8.2169 / -8.2179 eV. The spin multiplicity is 1.

Structure (XYZ):
```
12
C2H7PS2 the ωB97M-V functional and the def2-TZVPD basis
C -2.87281 -0.05722 -0.10063
C 3.20028 0.42433 0.76940
P 0.63894 -0.11875 -0.91258
S -1.74311 -1.30903 0.18321
S 2.37352 -0.99246 -0.09897
H -3.91067 -0.28923 -0.35255
H -2.66247 0.45932 -1.00785
H -3.05476 0.69351 0.62921
H 3.56974 0.16383 1.74035
H 2.32566 1.05111 0.98727
H 3.94748 1.01477 0.22564
H 0.14007 -1.06059 -1.87023
```

---

*y*
C2H7PS2 | the ωB97M-V functional and the def2-TZVPD basis

Its HOMO energy (alpha / beta) is -9.5743 / -7.6785 eV. The spin multiplicity is 1.

Structure (XYZ):
```
12
C2H7PS2 the ωB97M-V functional and the def2-TZVPD basis
C 0.10714 1.48258 -0.24843
C -0.45076 0.66690 0.83411
P -1.93530 -1.45975 -0.76267
S 2.71419 -1.04328 -0.55904
S -0.38135 -1.16111 0.49469
H 0.49441 2.48931 0.16957
H 1.03566 0.94846 -0.61966
H -0.67630 1.81253 -0.95471
H -1.54036 0.83734 1.23132
H 0.09939 0.53492 1.81903
H -1.58482 -2.89842 -0.57271
H 2.11809 -2.20950 -0.83149
```

---

Most stable structure - *w*; separation to the second - 40.9 kJ/mol.